1.
{
  "formula": "C9H14O",
  "method": "the ωB97M-V functional and the def2-TZVPD basis",
  "de_lowest_kcal_mol": 12.06,
  "smiles": "Cc1ccc(O)cc1.CC",
  "orbital_gap_ev": 9.40,
  "homo_energy_ev": -8.633,
  "species": ["H", "C", "H", "C", "H", "H", "H", "C", "C", "H", "H", "H", "C", "H", "C", "H", "C", "C", "H", "H", "H", "H", "O", "C"],
  "positions_angstrom": [[0.212, -2.734, 2.002], [1.393, -2.516, 0.257], [3.056, -1.042, -1.782], [0.253, -2.343, 0.987], [-0.614, 1.914, 0.545], [-1.875, -1.616, 2.373], [-1.464, 3.135, -0.451], [1.490, -1.893, -0.996], [0.495, 3.735, 0.180], [2.211, -3.133, 0.605], [0.872, 4.269, -0.700], [0.620, -0.583, -2.384], [-0.510, 2.661, -0.241], [-1.567, -0.356, -0.955], [-0.732, -0.997, -0.704], [-2.378, -0.364, 1.229], [-0.847, -1.645, 0.519], [0.421, -1.129, -1.472], [1.439, 3.357, 0.582], [0.045, 4.423, 0.893], [-2.967, -2.001, 0.973], [-0.107, 2.162, -1.122], [2.679, -1.887, -1.669], [-2.125, -1.418, 1.333]],
  "forces_ev_per_angstrom": [[-0.020, -0.191, -0.173], [0.707, 0.010, -1.354], [0.272, 1.626, -0.104], [-0.846, -0.499, 1.133], [-0.235, -0.019, -0.029], [-0.481, -0.125, 0.124], [-0.143, -0.218, -0.158], [-0.572, 0.967, 0.786], [0.473, 0.089, -0.422], [0.100, 0.208, 0.135], [-0.515, 0.353, 0.073], [-0.396, 0.080, -0.162], [0.894, 0.148, 0.254], [0.160, 0.045, -0.551], [0.052, -0.236, -0.005], [-0.201, 0.049, 0.162], [-0.528, 0.623, -0.124], [0.447, -0.075, 0.386], [-0.320, -0.371, 0.390], [0.199, 0.163, -0.002], [-0.007, -0.247, 0.133], [-0.353, -0.157, -0.103], [-0.049, -2.422, -0.121], [1.362, 0.200, -0.270]],
  "mulliken_charge": [0.298, -0.519, 0.315, -0.346, 0.185, 0.354, 0.311, 0.411, -1.020, 0.397, 0.282, 0.426, -0.536, 0.450, -0.315, 0.313, 0.410, -0.648, 0.315, 0.301, 0.310, 0.172, -0.565, -1.301]
}

=====

2.
{
  "formula": "C9H14O",
  "method": "the ωB97M-V functional and the def2-TZVPD basis",
  "de_lowest_kcal_mol": 16.04,
  "smiles": "Cc1ccccc1.CCO",
  "orbital_gap_ev": 9.90,
  "homo_energy_ev": -8.970,
  "species": ["H", "H", "C", "C", "H", "H", "C", "C", "H", "H", "C", "C", "H", "C", "H", "O", "H", "H", "H", "H", "C", "H", "C", "H"],
  "positions_angstrom": [[0.420, 1.801, -0.099], [0.890, -3.637, 1.760], [-0.670, -1.114, 0.193], [-0.132, -1.277, -1.072], [-0.022, 3.531, 2.352], [0.373, -0.331, -2.990], [0.182, 2.750, 0.361], [0.509, -3.092, 0.905], [-1.299, -0.094, -2.456], [0.892, -2.555, -2.418], [-0.326, -2.025, 1.191], [0.641, -2.397, -1.376], [-1.390, -0.328, 0.385], [-0.268, -0.195, -2.122], [-1.246, 2.410, 1.997], [-0.841, 3.263, -0.484], [-1.155, 4.094, -0.119], [0.520, 1.860, 2.236], [1.092, 3.358, 0.338], [-0.586, -1.854, 2.222], [-0.183, 2.590, 1.833], [1.645, -4.129, -0.581], [0.917, -3.344, -0.396], [0.038, 0.714, -1.658]],
  "forces_ev_per_angstrom": [[0.148, -0.295, 0.179], [-0.068, -0.447, -0.248], [-0.138, -0.567, 0.335], [0.358, 0.111, -1.019], [0.267, 0.211, 0.126], [-0.017, -0.308, 0.027], [-0.082, 0.026, 0.025], [0.029, 0.131, 0.369], [-0.058, 0.133, -0.055], [0.437, 0.017, 0.115], [0.222, 0.365, -0.293], [-0.798, -0.379, 0.223], [0.257, 0.251, 0.077], [-0.442, -0.603, 0.139], [0.154, -0.787, -0.101], [0.034, 0.191, 0.264], [-0.023, 0.089, -0.018], [-0.477, -0.170, 0.370], [0.008, 0.113, -0.342], [-0.359, 0.054, 0.104], [0.007, 0.635, -0.394], [-0.366, -0.160, -0.139], [0.900, 0.485, 0.164], [0.004, 0.904, 0.091]],
  "mulliken_charge": [0.042, 0.346, -0.284, 0.610, 0.433, 0.350, 0.027, -0.349, 0.301, 0.318, -0.542, -0.361, 0.473, -1.042, 0.316, -0.510, 0.291, 0.280, 0.260, 0.362, -1.181, 0.325, -0.577, 0.110]
}

=====

3.
{
  "formula": "C9H14O",
  "method": "the ωB97M-V functional and the def2-TZVPD basis",
  "de_lowest_kcal_mol": 9.65,
  "smiles": "Cc1ccc(O)cc1.CC",
  "orbital_gap_ev": 9.26,
  "homo_energy_ev": -8.407,
  "species": ["C", "H", "H", "C", "H", "H", "H", "C", "H", "H", "H", "C", "H", "C", "C", "C", "H", "H", "H", "C", "H", "O", "C", "H"],
  "positions_angstrom": [[-0.757, 0.375, -1.349], [2.159, 1.919, 1.878], [0.873, -3.619, 0.173], [-0.158, -2.272, -1.915], [-0.704, -1.731, -3.932], [-1.924, 1.418, -3.361], [1.309, 3.463, 1.586], [-0.584, -1.408, -2.906], [-0.305, -3.024, 1.284], [1.186, -2.134, 1.060], [1.059, 2.003, 4.064], [1.197, 2.428, 1.882], [-0.045, 3.253, 3.443], [0.444, 2.305, 3.213], [0.410, -2.697, 0.523], [-0.945, -0.086, -2.640], [-0.912, 1.422, -1.111], [-0.376, 1.587, 3.172], [0.614, 1.963, 1.074], [-0.461, -0.518, -0.327], [-0.524, -0.167, 0.691], [-1.410, 0.657, -3.685], [-0.117, -1.834, -0.592], [-0.028, -3.304, -2.226]],
  "forces_ev_per_angstrom": [[-0.728, 0.305, 0.186], [0.080, 0.152, 0.083], [0.035, 0.084, -0.265], [-0.634, 0.287, -0.248], [0.046, -0.199, -0.002], [0.439, -0.447, -0.099], [0.335, 0.228, 0.057], [-0.465, 0.424, -0.526], [-0.292, 0.295, -0.195], [-0.117, -0.195, -0.068], [0.116, 0.220, -0.149], [-0.540, -0.622, -0.285], [0.141, 0.006, 0.211], [-0.347, 0.117, 0.060], [0.356, -0.187, 0.477], [0.746, -0.745, 0.198], [-0.209, 0.011, 0.000], [0.089, -0.184, -0.154], [0.130, 0.083, 0.162], [0.127, 0.138, -0.433], [0.353, 0.063, 0.200], [-0.293, 0.625, 0.121], [0.189, -0.478, 0.263], [0.442, 0.020, 0.406]],
  "mulliken_charge": [-0.487, 0.266, 0.344, -0.469, 0.361, 0.312, 0.343, -0.410, 0.311, 0.305, 0.264, -0.421, 0.274, -0.851, -1.347, 0.466, 0.298, 0.296, -0.165, -0.389, 0.510, -0.546, 0.430, 0.305]
}

=====

4.
{
  "formula": "C9H14O",
  "method": "the ωB97M-V functional and the def2-TZVPD basis",
  "de_lowest_kcal_mol": 13.87,
  "smiles": "Cc1ccc(O)cc1.CC",
  "orbital_gap_ev": 9.29,
  "homo_energy_ev": -8.447,
  "species": ["C", "H", "C", "H", "H", "C", "C", "H", "H", "H", "C", "H", "C", "O", "C", "C", "H", "C", "H", "H", "H", "H", "H", "H"],
  "positions_angstrom": [[-0.988, 0.579, -2.533], [3.547, -2.318, -0.966], [-1.440, 0.680, -1.097], [-1.752, 0.095, -3.150], [2.127, -2.398, -0.047], [3.329, -0.609, 0.435], [-2.018, -0.399, 0.962], [3.556, 0.164, -0.296], [-1.393, 2.819, -0.987], [2.451, -0.319, 1.028], [-1.711, -0.483, -0.391], [4.174, -0.652, 1.113], [-1.991, 0.805, 1.641], [-2.050, 0.891, 2.999], [-1.510, 1.897, -0.429], [-1.778, 1.974, 0.924], [3.573, -2.700, 0.863], [3.177, -2.103, 0.045], [-2.539, 0.174, 3.432], [-1.874, 2.939, 1.399], [-2.235, -1.338, 1.474], [0.026, 0.184, -2.619], [-1.720, -1.470, -0.818], [-0.960, 1.589, -2.981]],
  "forces_ev_per_angstrom": [[-0.595, 1.449, -0.353], [0.610, -0.216, 0.555], [0.517, -0.480, -0.529], [0.477, -0.581, 0.098], [-0.089, 0.206, 0.162], [-0.053, -0.858, 0.963], [0.027, -0.916, -0.014], [-0.257, -0.414, -0.406], [0.163, -0.063, -0.009], [0.271, 0.211, -0.180], [-0.425, 0.646, 0.905], [0.198, 0.665, 0.261], [0.258, -0.075, -0.071], [-0.488, 0.202, 0.684], [-0.165, 0.060, -0.200], [-0.247, -0.047, -0.017], [0.354, -0.285, -0.454], [-1.061, 0.701, -0.906], [0.253, 0.112, -0.563], [0.159, 0.002, 0.215], [0.091, 0.325, 0.168], [-0.322, -0.369, -0.137], [0.132, -0.068, -0.456], [0.194, -0.208, 0.284]],
  "mulliken_charge": [-1.294, 0.262, 0.563, 0.334, 0.217, -0.747, -0.376, 0.308, 0.286, 0.183, -0.610, 0.274, 0.555, -0.536, -0.455, -0.455, 0.300, -0.798, 0.307, 0.405, 0.265, 0.269, 0.400, 0.342]
}

=====

5.
{
  "formula": "C9H14O",
  "method": "the ωB97M-V functional and the def2-TZVPD basis",
  "de_lowest_kcal_mol": 22.23,
  "smiles": "Cc1ccc(O)cc1.CC",
  "orbital_gap_ev": 9.34,
  "homo_energy_ev": -8.480,
  "species": ["C", "H", "C", "C", "C", "H", "H", "H", "C", "H", "H", "H", "C", "H", "H", "C", "C", "O", "H", "C", "H", "H", "H", "H"],
  "positions_angstrom": [[-0.009, -2.612, -0.616], [0.323, 2.396, 0.956], [0.376, -1.731, 0.395], [-1.915, -1.239, -1.153], [-2.211, 1.022, -0.177], [-0.202, 0.134, 1.352], [2.905, 1.228, 0.138], [3.258, 2.935, 0.235], [-1.116, -2.376, -1.400], [1.655, -3.499, -0.716], [1.202, -1.994, 1.055], [-2.782, 0.972, 0.768], [1.338, 2.185, 1.279], [-1.563, -3.073, -2.100], [1.342, 1.237, 1.825], [-1.438, -0.275, -0.306], [-0.414, -0.601, 0.592], [0.749, -3.727, -0.915], [-1.520, 1.860, -0.225], [2.426, 2.225, 0.238], [-2.938, 1.034, -0.986], [-2.927, -1.194, -1.587], [1.981, 2.215, -0.765], [1.479, 2.881, 2.113]],
  "forces_ev_per_angstrom": [[0.778, -0.213, -0.708], [0.046, -0.137, -0.460], [-0.838, -0.002, 0.260], [0.640, -1.275, -0.663], [-0.149, -1.066, 0.515], [0.173, -0.233, 0.127], [0.051, 0.401, 0.617], [-0.571, 0.241, 0.498], [-1.994, 0.490, 0.421], [0.418, -0.184, 0.139], [-0.165, 0.149, -0.130], [0.329, 0.548, -0.279], [0.199, 0.437, 1.938], [0.723, -0.339, 0.050], [-0.088, 0.004, -0.382], [-0.867, 0.366, 1.229], [0.564, 0.368, -1.007], [-0.325, 0.126, 0.084], [-0.331, 0.229, 0.095], [0.361, -1.712, -1.916], [0.035, 0.452, -0.054], [0.788, 0.346, -0.170], [-0.051, 0.705, 0.060], [0.274, 0.299, -0.262]],
  "mulliken_charge": [0.709, 0.084, -0.440, -0.601, -1.330, 0.584, 0.233, 0.327, -0.479, 0.303, 0.353, 0.287, -0.602, 0.344, 0.211, 0.538, -0.802, -0.557, 0.287, -0.866, 0.402, 0.319, 0.264, 0.434]
}

=====

6.
{
  "formula": "C9H14O",
  "method": "the ωB97M-V functional and the def2-TZVPD basis",
  "de_lowest_kcal_mol": 7.74,
  "smiles": "Cc1ccc(O)cc1.CC",
  "orbital_gap_ev": 9.48,
  "homo_energy_ev": -8.578,
  "species": ["C", "C", "H", "H", "H", "C", "H", "H", "H", "H", "H", "O", "H", "H", "C", "C", "C", "C", "C", "H", "C", "H", "H", "H"],
  "positions_angstrom": [[-0.918, -0.722, -1.031], [-1.265, 0.895, -4.453], [0.511, 0.523, 5.929], [-2.492, -0.510, -2.462], [-2.046, 1.649, -4.331], [0.651, 0.692, -2.829], [-1.701, 0.064, -5.005], [2.009, -0.208, 5.353], [-0.492, 1.406, -5.035], [-0.338, -0.968, 3.659], [-1.493, -1.323, -0.333], [1.039, -0.997, 0.372], [1.224, -0.271, 3.129], [0.457, -0.796, 1.110], [0.425, -0.226, 3.884], [-1.466, -0.256, -2.228], [0.920, -0.280, 5.328], [-0.701, 0.445, -3.140], [0.423, -0.505, -0.764], [0.706, -1.257, 5.771], [1.190, 0.212, -1.653], [-0.073, 0.727, 3.653], [2.232, 0.386, -1.403], [1.198, 1.320, -3.521]],
  "forces_ev_per_angstrom": [[0.012, -0.188, -0.161], [-0.031, 0.618, -0.030], [-0.123, -0.058, 0.191], [-0.077, 0.119, 0.015], [-0.150, -0.109, 0.162], [-1.217, 0.019, -0.170], [0.130, 0.008, -0.168], [-0.032, 0.218, 0.064], [-0.071, -0.375, -0.143], [0.108, -0.316, 0.026], [-0.104, 0.106, -0.098], [-0.214, 0.259, -0.177], [-0.074, -0.360, 0.374], [0.005, -0.214, 0.237], [-0.335, 0.893, -0.718], [0.002, -0.438, 0.484], [0.523, -0.546, -0.348], [0.769, 0.146, 0.014], [-0.180, -0.090, 0.214], [-0.190, 0.243, 0.131], [0.846, 0.298, -0.222], [0.130, -0.070, 0.264], [-0.070, 0.027, -0.026], [0.343, -0.191, 0.085]],
  "mulliken_charge": [-0.310, -1.297, 0.267, 0.356, 0.307, -0.570, 0.311, 0.273, 0.332, 0.323, 0.405, -0.538, 0.211, 0.169, -0.779, -0.519, -0.883, 0.633, 0.466, 0.261, -0.409, 0.345, 0.368, 0.279]
}

=====

7.
{
  "formula": "C9H14O",
  "method": "the ωB97M-V functional and the def2-TZVPD basis",
  "de_lowest_kcal_mol": 11.56,
  "smiles": "Cc1ccccc1.CCO",
  "orbital_gap_ev": 9.85,
  "homo_energy_ev": -8.921,
  "species": ["H", "H", "H", "C", "C", "H", "C", "H", "C", "C", "H", "H", "H", "H", "H", "C", "H", "H", "H", "C", "O", "C", "H", "C"],
  "positions_angstrom": [[1.561, 2.368, 0.041], [-1.021, -0.910, 2.022], [1.245, -1.441, -3.831], [1.910, -1.619, -0.503], [-2.985, -0.130, 2.493], [-1.797, -0.107, 0.659], [-1.672, -0.091, 1.742], [-3.746, -0.788, 2.074], [1.233, 0.613, -1.165], [1.686, -0.289, -0.184], [1.808, -3.146, -1.936], [-2.816, -0.494, 3.499], [2.296, -2.261, 0.275], [-1.465, 1.850, 2.017], [0.907, 2.761, -1.518], [0.982, 0.122, -2.433], [0.578, 0.789, -3.191], [1.920, 0.085, 0.806], [-0.081, 2.050, -0.236], [0.885, 2.010, -0.738], [-0.905, 1.074, 2.087], [1.260, -1.211, -2.773], [-3.461, 0.849, 2.590], [1.678, -2.085, -1.798]],
  "forces_ev_per_angstrom": [[0.225, -0.133, -0.070], [-0.047, -0.312, -0.042], [-0.377, -0.498, 0.112], [-0.203, 0.608, 0.085], [-0.358, -0.232, 0.359], [-0.171, -0.127, -0.118], [0.196, 0.792, -0.121], [0.193, -0.110, -0.326], [-0.544, -0.385, 0.757], [0.326, 0.207, -0.581], [0.195, -0.110, -0.556], [0.063, 0.064, 0.330], [-0.073, -0.292, -0.044], [-0.110, 0.013, -0.036], [-0.068, -0.081, -0.398], [0.268, -0.118, -0.255], [0.179, -0.023, 0.004], [-0.124, -0.048, 0.034], [-0.226, -0.161, -0.224], [0.215, 0.366, 0.544], [0.076, -0.180, 0.134], [0.032, 0.988, -0.167], [0.187, 0.091, -0.189], [0.147, -0.318, 0.768]],
  "mulliken_charge": [0.355, 0.247, 0.345, -0.554, -1.051, 0.224, -0.096, 0.319, 0.720, -0.322, 0.366, 0.272, 0.373, 0.284, 0.421, -0.337, 0.350, 0.348, 0.143, -1.334, -0.514, -0.464, 0.321, -0.416]
}

=====

8.
{
  "formula": "C9H14O2",
  "method": "the ωB97M-V functional and the def2-TZVPD basis",
  "de_lowest_kcal_mol": 24.58,
  "total_charge": -1,
  "orbital_gap_ev": [2.81, 6.61],
  "s2": 0.763,
  "homo_energy_ev": [0.637, -3.221],
  "spin_multiplicity": 2,
  "species": ["H", "O", "H", "C", "H", "H", "C", "H", "C", "H", "H", "H", "H", "C", "O", "H", "H", "C", "C", "H", "H", "C", "C", "C", "H"],
  "positions_angstrom": [[-2.730, 3.040, -0.363], [2.160, -1.847, 0.795], [2.626, -4.249, 0.657], [1.643, -4.002, 0.118], [0.799, -2.956, 1.759], [0.421, 0.556, -1.604], [-1.877, 2.501, -0.094], [1.963, -3.786, -0.995], [-1.250, 2.575, 1.201], [0.087, -2.357, 0.268], [-0.986, 2.577, -3.092], [-1.594, 3.267, 1.912], [1.204, 0.203, 0.691], [-1.638, 1.894, -2.542], [0.121, 1.542, 2.681], [-1.644, 0.984, -3.104], [-2.714, 2.274, -2.560], [1.023, -2.706, 0.714], [-1.246, 1.824, -1.119], [0.666, 0.850, 3.006], [0.924, -4.780, 0.215], [-0.134, 1.029, -0.868], [0.394, 0.873, 0.462], [-0.231, 1.658, 1.400], [2.012, -0.964, 0.461]],
  "forces_ev_per_angstrom": [[-1.344, 1.038, -0.085], [0.016, 0.110, -0.127], [-1.614, 0.334, -0.559], [1.465, 1.643, -1.402], [-0.388, 0.075, -0.047], [0.633, -0.769, -1.867], [1.215, -0.220, -0.454], [-0.842, -0.658, 2.007], [-0.196, -0.962, -1.970], [0.572, 0.361, -0.417], [-0.164, 0.233, -0.036], [-0.248, 0.395, 1.173], [-0.287, 0.472, 0.381], [-2.316, 1.684, -0.276], [-0.155, 1.622, 3.309], [0.152, -0.946, -0.024], [1.214, -0.174, -0.394], [1.802, -1.381, 0.950], [1.052, -1.278, 0.248], [0.761, -1.028, -0.743], [-0.350, -1.026, -0.264], [0.188, 0.288, 1.343], [-1.081, 0.557, -0.811], [0.246, -0.383, 0.262], [-0.330, 0.012, -0.198]],
  "mulliken_charge": [0.380, -0.574, 0.222, -0.990, 0.202, 0.381, -0.762, 0.231, -0.943, 0.336, 0.205, 0.436, 0.038, -1.244, -0.596, 0.336, 0.293, -0.165, 0.766, 0.294, 0.374, -0.698, -0.537, 0.625, 0.388]
}

=====

In the order shown, the computed molar mass values come out to 138.2, 138.2, 138.2, 138.2, 138.2, 138.2, 138.2, 154.2 g mol⁻¹.